Record 1
The following is a DFT calculation (wB97M-V/def2-TZVPD) of a 8-piece molecular cluster, C36H94N6O11 overall at a distorted geometry.

```
! RIJCOSX wB97M-V def2-TZVPD def2/J DEFGRID3
* xyz 0 1
O 11.38162 11.16666 20.12848
O -3.15098 12.28377 14.20321
O 13.17457 15.90646 14.47390
O 14.35629 17.08995 18.41760
O 3.64956 15.70171 13.70533
O 0.06086 22.08817 8.71133
O 2.55630 17.47887 20.80264
O 6.26331 19.07023 11.50848
O -3.69459 19.66568 13.74786
O 4.15843 12.98989 17.60083
O 6.82805 22.15203 17.82362
N 7.28114 23.84076 15.44674
N -1.63332 20.56844 10.65114
N 12.50080 17.80275 16.53322
N 5.82378 15.01907 15.67631
N 13.58466 9.53178 18.72077
N 4.71496 17.07239 22.65761
C 3.38818 15.04815 14.87841
C 6.46684 21.06810 18.62845
C 8.41335 23.02853 16.01139
C 14.78928 16.89746 19.78963
C 7.19940 17.49837 9.94812
C -2.65887 20.81506 11.73659
C 7.42394 18.82654 10.73830
C 13.21771 10.97498 18.51441
C 3.80094 12.58782 18.89752
C 13.54693 18.72605 16.83783
C 7.87445 21.73532 16.74613
C 4.45260 15.57351 15.83368
C 2.75077 15.24739 12.71929
C -1.46804 12.69247 15.89566
C 1.36945 17.89231 20.02271
C 3.18819 17.37836 24.54205
C -0.29242 21.09412 10.97662
C -1.03043 12.08079 13.33983
C 3.25425 17.03898 23.03484
C 12.38978 10.99750 17.09765
C 7.61227 19.88360 9.69049
C 12.67608 11.76269 19.70782
C 11.87603 16.43839 14.73039
C -1.85916 12.86651 14.44103
C 0.47662 21.04334 9.62056
C 13.23889 14.87855 13.47808
C 10.81837 11.98168 21.18683
C -3.73645 20.75569 14.66457
C 2.47922 17.86354 22.09998
C 13.96468 18.42500 18.30437
C 5.55095 13.23829 17.43984
C 5.94694 13.55753 15.99798
C 9.08825 24.09047 16.88753
C 12.08458 17.88668 15.19246
C 0.59828 21.86905 7.33519
C -2.68753 19.59078 12.69634
H -2.35491 21.62889 12.39491
H 8.41338 24.44469 17.66674
H 5.33461 13.00711 15.28370
H 7.28815 20.76807 19.27924
H 3.59727 11.53280 19.08071
H 12.91216 10.52797 16.26415
H 12.41454 12.03821 16.77452
H -3.62626 20.97753 11.26134
H 3.73539 18.29516 24.76147
H 6.25834 15.41123 16.49939
H 10.12256 12.69739 20.74900
H -2.32073 12.83702 16.55908
H -1.31606 11.61444 15.94916
H 13.12650 19.72576 16.94699
H 14.79841 19.09479 18.51503
H 4.47879 16.65028 15.66638
H 6.77610 24.11651 16.27680
H 6.18235 12.37274 17.64052
H -1.72964 19.40428 13.18190
H -0.01443 21.11956 6.83425
H 8.24625 18.63896 11.42875
H 4.54664 12.93728 19.61159
H 6.94992 16.66419 10.60387
H 12.52748 12.80712 19.43364
H 2.86227 13.02244 19.24120
H 15.64188 17.54950 19.97939
H 0.33187 20.06250 9.16767
H 1.42955 18.96303 19.82765
H -0.01773 12.47955 13.28035
H -1.89954 21.05923 9.80951
H 7.81542 20.87247 10.10155
H 3.60280 13.98380 14.78251
H -3.79040 12.59043 14.85029
H 1.66270 21.63434 7.33990
H 4.15515 15.56226 16.88225
H 1.70743 15.20746 13.03226
H -1.19602 11.02908 13.57343
H 12.69683 9.06157 18.82437
H -4.02839 21.73893 14.29564
H 9.03528 22.66541 15.19319
H -2.83601 18.71970 12.05815
H 12.75304 16.82488 16.51782
H 2.96555 15.99333 22.92819
H 12.72484 15.07328 12.53684
H 11.27909 15.84359 15.42175
H 2.14352 17.52221 24.81788
H 5.65138 21.48557 19.21908
H 6.67921 23.23700 14.90522
H 14.23120 14.53231 13.18905
H 13.43270 11.93344 20.47365
H 14.18165 11.43044 18.28758
H 0.23234 20.51449 11.73606
H 1.53762 21.24215 9.77173
H -1.40313 12.35490 12.35289
H 5.93297 20.23189 18.17698
H 2.69403 15.86950 11.82605
H 5.87783 14.00841 18.13854
H -1.92436 13.93509 14.23611
H 11.36812 16.47456 13.76664
H 4.76485 16.83791 21.67647
H 8.48658 19.70331 9.06504
H 10.21940 11.45519 21.92989
H -4.39504 20.44007 15.47373
H 14.39607 18.66245 16.15739
H 2.36844 15.23302 15.21611
H 6.99862 13.40142 15.75778
H 1.44588 17.54825 18.99126
H 3.16442 14.27023 12.47000
H 2.78206 18.90912 22.15603
H 12.64560 14.05055 13.86604
H 15.18286 15.88670 19.89713
H 13.90797 9.50914 19.67737
H 12.79991 18.40338 14.55259
H -2.81482 20.88511 15.23198
H -0.70841 13.33544 16.34024
H 7.47244 21.01350 16.03517
H 9.84705 23.65752 17.53937
H 11.60531 12.56749 21.66185
H 13.15131 18.75313 18.95156
H 1.46171 17.94684 22.48186
H 6.01395 18.27410 11.98345
H -0.38930 22.13922 11.27069
H 3.61312 16.53181 25.08139
H 9.57101 24.88375 16.31677
H 5.25785 16.35076 23.10996
H 6.45123 17.54344 9.15672
H 0.49542 17.73708 20.65522
H 6.73297 20.09883 9.08336
H 8.15724 17.14627 9.56515
H 8.74317 21.31071 17.24926
H 11.10782 18.36177 15.10123
H 14.02313 17.13909 20.52633
H 11.34477 10.74712 17.28036
H 0.33955 22.76590 6.77232
*
```

Summary:
SMILES string: COC[C@H](C)N.COC[C@H](C)N.COC[C@H](C)N.COCCNCCOC.COCCNCCOC.COCCNCCOC.CC(C)O.CC(C)O
E_LUMO in eV: 0.189
F_max in hartree/bohr: 0.0781
Orbital gap in eV: 8.977

Atom charges from the Löwdin analysis, given in e for atoms 1 to 99: number 1, O, carries -0.189; number 2, O, carries -0.080; number 3, O, carries -0.197; number 4, O, carries -0.173; number 5, O, carries -0.180; number 6, O, carries -0.222; number 7, O, carries -0.172; number 8, O, carries -0.052; number 9, O, carries -0.202; number 10, O, carries -0.177; number 11, O, carries -0.210; number 12, N, carries 0.017; number 13, N, carries -0.070; number 14, N, carries -0.073; number 15, N, carries -0.053; number 16, N, carries 0.022; number 17, N, carries 0.032; number 18, C, carries -0.263; number 19, C, carries -0.161; number 20, C, carries -0.394; number 21, C, carries -0.088; number 22, C, carries -0.069; number 23, C, carries -0.178; number 24, C, carries -0.482; number 25, C, carries -0.377; number 26, C, carries -0.118; number 27, C, carries -0.195; number 28, C, carries -0.094; number 29, C, carries -0.202; number 30, C, carries -0.104; number 31, C, carries -0.060; number 32, C, carries -0.040; number 33, C, carries -0.055; number 34, C, carries -0.191; number 35, C, carries -0.036; number 36, C, carries -0.421; number 37, C, carries -0.038; number 38, C, carries -0.074; number 39, C, carries -0.186; number 40, C, carries -0.210; number 41, C, carries -0.468; number 42, C, carries -0.223; number 43, C, carries -0.099; number 44, C, carries -0.104; number 45, C, carries -0.126; number 46, C, carries -0.315; number 47, C, carries -0.266; number 48, C, carries -0.225; number 49, C, carries -0.178; number 50, C, carries -0.083; number 51, C, carries -0.238; number 52, C, carries -0.063; number 53, C, carries -0.189; number 54, H, carries 0.096; number 55, H, carries 0.075; number 56, H, carries 0.109; number 57, H, carries 0.087; number 58, H, carries 0.083; number 59, H, carries 0.066; number 60, H, carries 0.049; number 61, H, carries 0.120; number 62, H, carries 0.077; number 63, H, carries 0.081; number 64, H, carries 0.079; number 65, H, carries 0.070; number 66, H, carries 0.081; number 67, H, carries 0.122; number 68, H, carries 0.113; number 69, H, carries 0.114; number 70, H, carries 0.053; number 71, H, carries 0.117; number 72, H, carries 0.110; number 73, H, carries 0.078; number 74, H, carries 0.132; number 75, H, carries 0.082; number 76, H, carries 0.067; number 77, H, carries 0.114; number 78, H, carries 0.082; number 79, H, carries 0.080; number 80, H, carries 0.115; number 81, H, carries 0.079; number 82, H, carries 0.063; number 83, H, carries 0.090; number 84, H, carries 0.074; number 85, H, carries 0.110; number 86, H, carries 0.080; number 87, H, carries 0.083; number 88, H, carries 0.104; number 89, H, carries 0.080; number 90, H, carries 0.080; number 91, H, carries 0.057; number 92, H, carries 0.080; number 93, H, carries 0.126; number 94, H, carries 0.113; number 95, H, carries 0.093; number 96, H, carries 0.131; number 97, H, carries 0.077; number 98, H, carries 0.129; number 99, H, carries 0.071

---

Record 2
The following is a DFT calculation (wB97M-V/def2-TZVPD) of C31H53ClNPTi as an isolated structure at a distorted geometry.

```
! RIJCOSX wB97M-V def2-TZVPD def2/J DEFGRID3
* xyz -1 2
Ti 0.11225 0.10877 1.78833
Cl 1.23144 2.16451 1.79924
P 0.05295 0.56797 -0.86795
N 0.14648 -0.07187 3.84739
C -1.41532 -1.68951 1.14800
C -0.22566 0.06096 6.07991
C -0.69066 0.09040 -3.64509
C 0.03455 -2.03813 1.42694
C 0.07331 -1.89240 -2.28614
C -1.91600 -2.86808 3.36445
C 2.68379 -0.24389 -0.37717
C 1.30536 -0.44793 4.48902
C -0.85105 4.54716 -2.06753
C -1.86697 0.32128 1.37030
C 4.18122 0.10207 -0.36714
C -2.37723 4.45564 -2.20645
C -0.70206 -3.78652 3.21923
C -2.30077 2.06500 -1.34557
C -0.79285 2.22587 -1.10559
C -2.45642 -2.40560 1.99106
C 2.54467 -0.77683 3.76505
C 3.88892 1.24655 -2.62615
C -1.43592 -0.84087 -4.60267
C 0.42396 -3.14790 2.37701
C 1.88925 0.80996 -1.17298
C -0.65157 -2.84326 -3.24271
C -0.81460 0.22271 4.80403
C -0.62753 -0.52943 -2.24313
C 4.73938 0.28428 -1.77987
C -0.83978 -2.24998 -4.64250
C -2.99534 3.42732 -1.25119
C -2.15974 0.69287 4.46545
C 2.39616 0.87733 -2.61807
C -0.15708 3.17998 -2.12186
C 1.09942 -0.36474 5.86996
H 4.00214 2.26505 -2.22759
H -2.86933 -0.04408 1.10729
H 1.22139 -2.81710 3.07124
H 2.06923 1.79096 -0.69888
H 0.71867 -2.00921 0.58180
H -2.63458 4.19153 -3.23824
H 0.91338 -3.97246 1.84024
H -0.23869 2.76780 -3.13746
H -0.09282 -3.78342 -3.30278
H 1.11298 -1.76024 -2.61933
H -2.69340 0.89026 5.41267
H -2.48321 1.62721 -2.33478
H -1.43361 -0.40260 -5.60580
H 1.83572 1.61869 -3.20582
H 4.31555 1.02915 0.20689
H 1.86960 -0.59031 6.60478
H -4.06634 3.30495 -1.46725
H -2.72468 1.37647 -0.60226
H -1.68786 -1.64525 0.06706
H -3.32634 -1.74216 2.16653
H -2.86228 -3.30368 1.47544
H -2.13246 1.62376 3.87245
H -1.63429 -3.08318 -2.81998
H 0.11959 -2.34333 -1.28754
H -1.66738 -0.67770 -1.89571
H -0.73910 0.25824 7.01175
H 0.32716 0.25897 -4.02050
H 2.95526 -1.70631 4.18942
H 5.76899 0.65785 -1.72200
H -0.33308 -4.07192 4.22073
H -2.82310 5.44232 -2.01364
H 2.33618 -0.29798 0.67522
H -1.02164 -4.72666 2.74920
H 4.78214 -0.69176 -2.27941
H -0.44504 5.19237 -2.85888
H 2.53565 -1.24049 -0.82819
H -2.91130 3.79340 -0.22170
H -2.73240 -0.05713 3.89229
H -2.71751 -3.40537 3.91681
H 4.25602 1.25736 -3.66172
H -2.06304 1.40718 1.56213
H -2.48284 -0.90363 -4.28541
H 3.28397 0.02668 3.91954
H 2.42217 -0.92120 2.67563
H 4.72871 -0.68817 0.16236
H -1.48613 -2.90782 -5.23503
H -0.65321 2.67308 -0.10653
H -1.65999 -1.99851 3.97471
H 2.26463 -0.09844 -3.10843
H -1.18348 1.07027 -3.62934
H -0.60978 5.02283 -1.11003
H 0.91461 3.31025 -1.91306
H 0.12858 -2.22025 -5.15456
*
```

Summary:
E_LUMO (alpha / beta) in eV: 2.565 / 2.565
F_max in hartree/bohr: 0.0765
Orbital gap (alpha / beta) in eV: 5.417 / 5.789

For each atom in turn, the Löwdin charge in e is: number 1, Ti, carries 0.404; number 2, Cl, carries 0.041; number 3, P, carries 1.076; number 4, N, carries -0.064; number 5, C, carries -0.244; number 6, C, carries -0.091; number 7, C, carries -0.210; number 8, C, carries -0.287; number 9, C, carries -0.208; number 10, C, carries -0.198; number 11, C, carries -0.240; number 12, C, carries -0.403; number 13, C, carries -0.199; number 14, C, carries -0.268; number 15, C, carries -0.195; number 16, C, carries -0.210; number 17, C, carries -0.196; number 18, C, carries -0.220; number 19, C, carries -0.433; number 20, C, carries -0.201; number 21, C, carries -0.085; number 22, C, carries -0.200; number 23, C, carries -0.201; number 24, C, carries -0.213; number 25, C, carries -0.465; number 26, C, carries -0.197; number 27, C, carries -0.386; number 28, C, carries -0.405; number 29, C, carries -0.210; number 30, C, carries -0.209; number 31, C, carries -0.197; number 32, C, carries -0.087; number 33, C, carries -0.219; number 34, C, carries -0.207; number 35, C, carries -0.102; number 36, H, carries 0.114; number 37, H, carries -0.006; number 38, H, carries 0.076; number 39, H, carries 0.064; number 40, H, carries 0.041; number 41, H, carries 0.106; number 42, H, carries 0.097; number 43, H, carries 0.096; number 44, H, carries 0.107; number 45, H, carries 0.101; number 46, H, carries 0.074; number 47, H, carries 0.097; number 48, H, carries 0.105; number 49, H, carries 0.092; number 50, H, carries 0.117; number 51, H, carries 0.080; number 52, H, carries 0.107; number 53, H, carries 0.078; number 54, H, carries 0.086; number 55, H, carries 0.094; number 56, H, carries 0.116; number 57, H, carries 0.067; number 58, H, carries 0.114; number 59, H, carries 0.090; number 60, H, carries 0.108; number 61, H, carries 0.074; number 62, H, carries 0.098; number 63, H, carries 0.077; number 64, H, carries 0.102; number 65, H, carries 0.107; number 66, H, carries 0.102; number 67, H, carries 0.038; number 68, H, carries 0.097; number 69, H, carries 0.108; number 70, H, carries 0.104; number 71, H, carries 0.112; number 72, H, carries 0.115; number 73, H, carries 0.055; number 74, H, carries 0.110; number 75, H, carries 0.102; number 76, H, carries 0.005; number 77, H, carries 0.113; number 78, H, carries 0.081; number 79, H, carries 0.040; number 80, H, carries 0.109; number 81, H, carries 0.102; number 82, H, carries 0.066; number 83, H, carries 0.086; number 84, H, carries 0.097; number 85, H, carries 0.080; number 86, H, carries 0.115; number 87, H, carries 0.105; number 88, H, carries 0.109